Entry 1:
The following is a quantum chemistry calculation of a structure of composition C17H27MnN9OP, from the OMol25 dataset.

Geometry as XYZ:
```
56
Properties=species:S:1:pos:R:3:forces:R:3
Mn -0.888641 0.881512 -0.104621 0.3112 -0.0459 -0.0382
N 1.469172 3.289963 -0.478206 -0.0077 0.0198 0.0191
C 1.151992 3.030544 0.794396 0.1213 0.1557 -0.1241
N 1.757888 3.712941 1.731790 -0.1997 -0.1855 0.0052
C 1.432027 3.445070 3.005991 0.0877 0.0828 0.2305
N 1.989348 4.126059 3.968585 -0.0205 -0.0351 -0.0529
N 0.516635 2.470544 3.379356 0.0762 0.0792 -0.2993
C -0.020359 1.841709 2.404025 -0.1014 -0.1293 0.2524
N 0.233507 2.023032 1.058599 -0.1188 0.1205 0.0856
C -1.041153 0.803781 2.684885 -0.0306 -0.0014 -0.0368
C -1.562482 0.531106 3.929806 0.0643 0.0373 -0.0163
C -2.589721 -0.403584 4.033555 -0.0317 -0.0221 0.0264
C -3.068607 -1.039719 2.891107 0.0013 -0.0220 -0.0316
C -2.499170 -0.741386 1.669890 0.0832 0.0112 0.1635
N -1.498145 0.160905 1.582404 -0.1121 0.0117 -0.0733
H 2.098584 4.065263 -0.642896 0.0156 -0.0133 0.0023
H 0.926834 2.957301 -1.254500 -0.0176 -0.0060 0.0221
H 2.657817 4.856478 3.757584 0.0022 0.0021 0.0019
H 1.747567 3.945132 4.933484 0.0072 0.0097 0.0064
H -1.178886 1.066196 4.789035 -0.0108 -0.0055 0.0050
H -3.024822 -0.625426 5.000900 0.0015 -0.0026 -0.0010
H -3.875254 -1.759513 2.941006 -0.0014 0.0057 0.0163
H -2.834731 -1.216470 0.754892 -0.0147 0.0304 -0.0171
C -3.160568 3.336318 -2.334337 -0.0138 -0.0057 -0.1022
C -1.854094 2.685055 -2.502175 0.0944 -0.1472 0.1859
C -1.071223 2.855551 -3.734927 -0.1006 0.0780 0.0110
O -1.411231 1.946889 -1.564892 0.0350 0.0252 -0.1585
H -3.189322 4.295170 -2.853683 -0.0168 -0.0036 0.0020
H -3.451352 3.434679 -1.291867 -0.0026 -0.0131 0.0080
H -3.894341 2.695292 -2.847233 -0.0218 0.0319 0.0055
H -1.716857 2.637174 -4.593432 0.0227 0.0115 -0.0143
H -0.172337 2.247175 -3.763824 0.0112 -0.0057 -0.0065
H -0.828214 3.920080 -3.842187 0.0257 -0.0110 -0.0195
C 1.407266 -3.726906 -2.460440 0.0809 0.0580 0.0366
N 2.383399 -2.697091 -1.826549 -0.0157 0.0427 -0.0074
C 2.770217 -3.210618 -0.413501 -0.0124 0.0354 -0.0992
N 1.597285 -3.427891 0.360665 -0.0249 0.0541 0.0003
C 0.706670 -4.398359 -0.284342 0.0110 -0.0077 0.0063
N 0.291278 -3.915694 -1.602485 -0.0498 -0.0186 -0.0339
C -0.637387 -2.801798 -1.558800 0.1262 0.0370 0.0250
P 0.234973 -1.374577 -0.736428 -0.3347 0.1754 0.0253
C 1.771443 -1.322008 -1.772807 0.0490 -0.1506 -0.0587
C 0.915849 -2.211376 0.773038 0.0586 -0.0988 -0.0531
H 1.979516 -4.647691 -2.570516 -0.0211 -0.0129 -0.0127
H 1.126725 -3.344766 -3.441110 -0.0224 -0.0168 -0.0035
H 3.230451 -2.649577 -2.402569 0.0053 -0.0207 0.0040
H 3.433692 -2.467637 0.027396 -0.0011 -0.0124 0.0297
H 3.312299 -4.141790 -0.575752 0.0021 -0.0061 0.0290
H -0.167922 -4.570864 0.340148 0.0036 -0.0156 0.0020
H 1.236234 -5.343476 -0.402103 -0.0097 -0.0068 0.0104
H -1.527741 -3.068523 -0.988008 0.0084 -0.0520 -0.0041
H -0.953054 -2.515486 -2.563368 -0.0122 -0.0168 -0.0053
H 2.504589 -0.628281 -1.358656 0.0002 -0.0088 0.0244
H 1.538011 -1.013334 -2.793030 -0.0062 0.0165 0.0055
H 0.095554 -2.456128 1.450189 0.0157 -0.0184 0.0144
H 1.600792 -1.540950 1.296517 0.0109 -0.0139 0.0074
```
Positions in Å, forces in eV/Å.

## Properties
spin multiplicity: 5
total charge: +4
energy relative to the best compared isomer or geometry (same formula, charge and spin): 6.9 kcal per mole
frontier orbital gap (spin up / spin down): 5.12 / 7.18 eV

---

Entry 2:
The following is a quantum chemistry calculation of the molecule C17H27N5O3, from the OMol25 dataset.

Geometry as XYZ:
```
52
Properties=species:S:1:pos:R:3:forces:R:3
C 3.359603 -5.920283 -0.088740 0.0380 -0.0257 0.0058
C 3.455522 -4.603428 -0.847303 0.0352 -0.0264 0.0099
C 2.102769 -3.921648 -0.989786 -0.0256 -0.0421 0.0421
C 2.202289 -2.606016 -1.743325 0.0547 0.0209 -0.0136
N 0.908260 -1.961330 -1.885832 0.3489 -0.0951 0.0594
C 0.287213 -1.137449 -1.023356 -0.1176 0.0710 -0.1840
C -0.922796 -0.893209 -1.625890 -0.1329 0.0497 0.3368
C -2.081337 -0.089582 -1.092829 0.0980 -0.0252 0.0234
C -2.881623 -0.936458 -0.102619 -0.0945 -0.0899 0.1512
C -3.078864 0.257484 -2.205564 -0.2021 0.0262 -0.1259
O -2.615968 1.176681 -3.163348 -0.0459 -0.0012 -0.0534
C -2.268289 2.385124 -2.533466 0.0093 0.1277 0.0594
C -1.143201 2.142204 -1.552957 -0.0730 -0.1260 -0.2434
N -1.559170 1.182415 -0.524610 -0.0946 0.2049 0.1131
C -1.109817 1.294499 0.754714 0.1302 -0.2046 0.0038
O -1.145519 0.397968 1.582040 -0.0222 -0.0765 -0.1092
C -0.539790 2.657739 1.168114 -0.1417 0.0774 -0.1035
O 0.732813 2.869499 0.520643 -0.1135 -0.1018 -0.0576
N 1.617272 3.450210 1.442213 0.0717 0.0109 0.1084
C 1.094617 3.428975 2.598180 -0.1511 -0.0282 -0.0169
C 1.790031 3.970248 3.795192 0.1431 0.0537 -0.0047
C -0.253563 2.759926 2.649918 0.1021 0.0129 0.1304
C -1.325268 3.479486 3.451403 -0.0369 0.0925 0.0121
N -0.974464 -1.592717 -2.778886 -0.1159 0.0582 -0.1700
N 0.140164 -2.233613 -2.934764 0.0471 -0.1293 -0.0576
H 4.336023 -6.397366 -0.000874 -0.0072 -0.0068 0.0069
H 2.972136 -5.765093 0.919889 -0.0084 0.0044 -0.0040
H 2.692315 -6.617783 -0.598084 -0.0073 0.0068 0.0002
H 4.151760 -3.934183 -0.332006 -0.0102 0.0104 -0.0101
H 3.878883 -4.783477 -1.840078 -0.0076 0.0176 -0.0028
H 1.407627 -4.578226 -1.519462 -0.0062 0.0102 -0.0108
H 1.672828 -3.740039 0.000299 0.0059 0.0097 -0.0049
H 2.869848 -1.910217 -1.232823 -0.0239 0.0046 0.0214
H 2.592959 -2.763075 -2.747638 -0.0427 -0.0050 -0.0288
H 0.726753 -0.807212 -0.098878 0.0124 0.0257 0.0096
H -3.412803 -1.702818 -0.671821 -0.0055 0.0515 -0.0374
H -2.249767 -1.432107 0.622284 0.0551 0.0148 0.0357
H -3.612520 -0.332322 0.435809 0.0031 0.0343 -0.0256
H -3.341842 -0.651138 -2.741787 0.0980 -0.0300 0.0103
H -3.988016 0.650647 -1.726893 0.0467 0.0316 0.0361
H -1.954831 3.085402 -3.307717 0.0466 -0.0626 -0.0146
H -3.139535 2.814984 -2.015649 0.0030 -0.0421 0.0040
H -0.302635 1.711409 -2.106190 0.0721 0.0918 0.0267
H -0.815193 3.077943 -1.118739 0.0259 -0.0082 0.0744
H -1.236733 3.448984 0.855855 0.1078 0.0363 0.0438
H 1.658741 3.300783 4.646234 -0.0146 0.0009 0.0066
H 2.853815 4.092324 3.602348 -0.0187 0.0294 -0.0377
H 1.373893 4.942576 4.065142 -0.0255 -0.0204 0.0604
H -0.113140 1.758942 3.071404 -0.0207 -0.0180 -0.0751
H -1.061330 3.532589 4.507960 0.0089 0.0000 -0.0020
H -1.478037 4.497790 3.086721 0.0034 -0.0086 -0.0056
H -2.272083 2.943955 3.375552 -0.0015 -0.0121 0.0070
```
Positions in Å, forces in eV/Å.

## Properties
SMILES: CCCCn1cc([C@]2(C)COCCN2C(=O)[C@@H]2ON=C(C)[C@H]2C)nn1
energy relative to the best compared isomer or geometry (same formula, charge and spin): 80.7 kcal per mole
frontier orbital gap: 9.95 eV